(1)
The following is a quantum chemistry calculation of a cluster of 2 separate species, CHO4PS in total in a non-equilibrium geometry, from the Open Molecules 2025 dataset.

```
! RIJCOSX wB97M-V def2-TZVPD def2/J DEFGRID3
* xyz -2 1
C 0.01414 -0.26760 -0.58000
O 0.38647 -1.18301 2.00435
O 2.13415 0.25418 0.93329
O -0.18214 1.29900 1.22949
O -2.04468 0.07196 -2.12330
P 0.71296 0.03635 1.16264
S -1.60222 -0.10894 -0.70225
H 0.58132 -0.10195 -1.92422
*
```

**Gap between HOMO and LUMO**: 5.983 eV
**F_max**: 0.08804 hartree/bohr
**LUMO**: 6.175 eV
**Energy**: -1079.18602 Eh
**Relative energy (zero: lowest compared OMol25 entry of this formula, charge and spin)**: 358.4 kJ/mol
**HOMO level**: 0.1924 eV

---

(2)
The following is a quantum chemistry calculation of a cluster of 4 separate species, C9H25NO4 in total in a non-equilibrium geometry, from the Open Molecules 2025 dataset.

```
! RIJCOSX wB97M-V def2-TZVPD def2/J DEFGRID3
* xyz 0 1
O 1.24392 -2.47604 -1.93234
H 0.97386 -3.21675 -2.47516
H 2.09542 -2.21780 -2.28516
O 3.82488 0.08070 -2.43050
H 4.13757 0.02034 -1.52783
H 3.03599 0.62003 -2.37566
O 2.30308 -4.70466 -4.63544
H 1.82848 -3.89752 -4.83419
H 2.53298 -5.06498 -5.49191
C 1.37060 2.53785 1.26743
C 0.38413 1.33398 1.45489
C -0.81906 1.89272 2.26471
C -2.03701 1.02531 2.45601
C -2.63680 0.82523 1.08606
C -1.58972 0.21255 0.00869
N -0.22080 0.93803 0.16322
O 0.69672 0.49759 -0.71009
C -1.31633 -1.32730 0.30263
C -2.28508 0.39878 -1.36866
C 1.11067 0.15633 2.19202
H 1.11770 3.13491 0.39126
H 2.33948 2.04501 1.18694
H 1.43878 3.31320 2.03050
H -0.57779 2.50153 3.13605
H -1.12565 2.78537 1.71947
H -2.70932 1.50977 3.16409
H -1.72660 0.01535 2.72382
H -3.14012 1.70809 0.69193
H -3.47438 0.15836 1.29059
H -0.81869 -1.49739 1.25736
H -2.24037 -1.90254 0.36054
H -0.66588 -1.59267 -0.53079
H -2.39516 1.44085 -1.66877
H -1.73394 -0.01094 -2.21512
H -3.19436 -0.18623 -1.50679
H 1.65785 0.45304 3.08681
H 1.57612 -0.61334 1.57634
H 0.36472 -0.45244 2.70296
H 0.67424 -0.44429 -0.52583
*
```

**Gap between HOMO and LUMO**: 8.430 eV
**F_max**: 0.08001 hartree/bohr
**LUMO**: 0.489 eV
**Energy**: -713.52026 Eh
**Relative energy (zero: lowest compared OMol25 entry of this formula, charge and spin)**: 164.2 kJ/mol
**HOMO level**: -7.9407 eV
**SMILES string**: CC1(C)CCCC(C)(C)N1O.O.O.O

---

(3)
The following is a quantum chemistry calculation of a structure of composition C50H58BiN2O3SSbSi2, from the Open Molecules 2025 dataset.

```
! RIJCOSX wB97M-V def2-TZVPD def2/J DEFGRID3
* xyz 0 1
Bi 1.65558 0.01593 -1.54002
C 4.40172 1.61844 0.37488
Si 4.21213 0.32140 -0.97030
C 5.31966 0.79509 -2.40242
C 4.73785 -1.26727 -0.10925
C 6.09094 -1.61780 -0.04751
C 6.51080 -2.72954 0.66758
C 5.57841 -3.49644 1.35616
C 4.23434 -3.15882 1.30331
C 3.79058 -2.06019 0.56186
Si 1.92986 -1.79445 0.34239
C 1.46714 -3.24678 -0.75901
C 0.98485 -1.85013 1.94560
H 5.33405 1.42832 0.91422
H 3.57881 1.56511 1.09469
H 4.43846 2.63580 -0.02637
H 6.24241 1.25780 -2.03814
H 4.80340 1.52298 -3.03510
H 5.58365 -0.06527 -3.02403
H 6.82824 -1.01046 -0.56651
H 7.55899 -3.00105 0.68769
H 5.89871 -4.36166 1.92287
H 3.51342 -3.77346 1.83799
H 1.76935 -4.19549 -0.30573
H 1.98574 -3.16924 -1.72375
H 0.39495 -3.29489 -0.96083
H 0.84080 -2.88861 2.25829
H 0.00268 -1.38213 1.82258
H 1.51145 -1.31209 2.73670
O 0.88371 1.97339 1.57360
C 1.14266 2.59750 0.56757
N 1.15042 3.96754 0.45120
C 1.73549 4.41792 -0.79576
C 1.77741 3.06786 -1.55322
O 2.08198 2.90255 -2.72061
N 1.44590 2.06945 -0.68531
C 0.89623 5.49656 -1.48217
C 0.87579 5.63670 -2.86644
C 0.16178 6.67312 -3.45397
C -0.52643 7.58799 -2.66970
C -0.51497 7.44747 -1.28924
C 0.19055 6.40724 -0.70103
C 3.17517 4.94852 -0.62803
C 3.58147 5.51289 0.57600
C 4.87416 5.99501 0.73213
C 5.77717 5.92189 -0.31773
C 5.37230 5.37606 -1.52783
C 4.07977 4.89614 -1.68484
H 1.15653 4.51578 1.29172
H 1.40937 4.92804 -3.48541
H 0.14705 6.76728 -4.53271
H -1.06332 8.40909 -3.12844
H -1.05136 8.15172 -0.66463
H 0.18536 6.31115 0.37863
H 2.89957 5.58468 1.41445
H 5.17365 6.42381 1.68051
H 6.78675 6.29375 -0.19411
H 6.06673 5.31732 -2.35705
H 3.77609 4.46194 -2.62873
C -5.18946 -5.19472 1.19503
C -5.84163 -4.34885 0.13122
C -7.11359 -4.71005 -0.31830
C -7.78136 -3.98526 -1.29568
C -7.17895 -2.86704 -1.84961
C -5.91005 -2.50150 -1.41811
C -5.22369 -3.22338 -0.43744
Sb -3.22776 -2.44213 -0.03988
C -3.40659 -2.29410 2.11197
C -2.57558 -2.95460 3.01710
C -2.69246 -2.75943 4.38854
C -3.62428 -1.85533 4.87142
C -4.42264 -1.15355 3.97989
C -4.33755 -1.36272 2.60577
C -5.22665 -0.56610 1.67973
C -2.28301 -4.36774 -0.44405
C -1.84454 -5.28565 0.51129
C -1.22290 -6.47562 0.14880
C -1.05814 -6.77994 -1.19257
C -1.50876 -5.88770 -2.15444
C -2.10083 -4.67598 -1.80471
C -2.53713 -3.73430 -2.90373
H -5.92473 -5.84845 1.66451
H -4.72904 -4.58093 1.96954
H -4.40960 -5.82323 0.76036
H -7.58587 -5.58798 0.11032
H -8.76660 -4.29669 -1.62193
H -7.68761 -2.28596 -2.60988
H -5.43841 -1.62551 -1.85634
H -1.79906 -3.61505 2.66040
H -2.05339 -3.30843 5.06963
H -3.71684 -1.68228 5.93658
H -5.12313 -0.41713 4.35785
H -5.75028 0.21975 2.22532
H -5.97057 -1.20660 1.20079
H -4.63155 -0.10253 0.88365
H -1.99732 -5.09359 1.56434
H -0.88240 -7.16092 0.91705
H -0.58605 -7.70878 -1.48917
H -1.40131 -6.13528 -3.20470
H -2.27336 -4.13396 -3.88186
H -2.06485 -2.75454 -2.79363
H -3.61946 -3.57843 -2.88143
C -2.51746 2.32782 2.48662
C -2.95816 2.63621 1.05899
S -1.78705 1.88041 -0.08806
O -1.97682 0.39893 0.07278
C -2.67134 2.30620 -1.60946
C -2.44738 3.75735 -2.02470
H -3.15062 2.84836 3.20592
H -1.47967 2.62862 2.64382
H -2.58230 1.25519 2.68020
H -2.94913 3.70939 0.85167
H -3.94267 2.22108 0.83150
H -3.72517 2.06787 -1.45331
H -2.26118 1.61485 -2.34718
H -2.89098 4.45760 -1.31512
H -2.89746 3.94526 -3.00029
H -1.38196 3.98622 -2.09952
*
```

**Gap between HOMO and LUMO**: 8.096 eV
**F_max**: 0.01201 hartree/bohr
**LUMO**: 0.325 eV
**Energy**: -3707.42257 Eh
**Relative energy (zero: lowest compared OMol25 entry of this formula, charge and spin)**: 46.9 kJ/mol
**HOMO level**: -7.7712 eV

---

(4)
The following is a quantum chemistry calculation of an isolated molecule of C3H3NO2, from the Open Molecules 2025 dataset.

```
! RIJCOSX wB97M-V def2-TZVPD def2/J DEFGRID3
* xyz 0 1
O 2.14997 -0.08368 -0.00876
C 0.93450 -0.37108 0.29684
N 0.34605 -1.53554 0.50093
O -1.03836 -1.25813 0.27667
C -1.22483 -0.03437 -0.10533
C -0.03902 0.69008 -0.08955
H 1.10697 0.60642 -0.77355
H -2.25514 0.24908 -0.29108
H 0.01985 1.73723 0.19382
*
```

**Gap between HOMO and LUMO**: 8.923 eV
**F_max**: 0.00790 hartree/bohr
**LUMO**: -0.646 eV
**Energy**: -321.16166 Eh
**Relative energy (zero: lowest compared OMol25 entry of this formula, charge and spin)**: 567.1 kJ/mol
**HOMO level**: -9.5684 eV

---

(5)
The following is a quantum chemistry calculation of a cluster of 2 separate species, C6H11N3 in total in a non-equilibrium geometry, from the Open Molecules 2025 dataset.

```
! RIJCOSX wB97M-V def2-TZVPD def2/J DEFGRID3
* xyz 0 1
C -1.95815 -0.99389 -3.41752
C -1.26110 -0.87609 -2.42447
C -1.31474 1.36558 0.97962
C -0.11057 -0.64980 2.17893
C 2.36516 -0.66973 -2.10700
C -1.08123 -0.21113 0.95085
N 1.01508 -0.19867 -1.78454
N 0.67581 -0.18669 -0.58255
N -0.49220 -0.52970 -0.26817
H -2.24565 -1.34674 -4.34761
H -0.34238 1.79166 0.52165
H -2.15642 1.67970 0.25390
H -1.44866 1.63598 1.96628
H 0.52002 0.23046 2.44584
H 0.55205 -1.41144 1.88287
H -0.63054 -1.10662 2.97471
H 2.98057 -0.83751 -1.23619
H 2.76993 0.20180 -2.74580
H 2.18064 -1.53950 -2.77032
H -2.06603 -0.63011 0.94275
*
```

**Gap between HOMO and LUMO (alpha / beta)**: 7.947 / 7.941 eV
**F_max**: 0.08045 hartree/bohr
**LUMO (alpha / beta)**: -0.885 / -0.894 eV
**Energy**: -399.17108 Eh
**Relative energy (zero: lowest compared OMol25 entry of this formula, charge and spin)**: 851.0 kJ/mol
**HOMO level (alpha / beta)**: -8.8316 / -8.8346 eV